DFT (ωB97M-V/def2-TZVPD) results for a molecular structure, C16H20N6OPtS.

Values from the calculation:
Energy relative to the best compared isomer or geometry (same formula, charge and spin): 56.91 kcal per mole
Charge: +2
Orbital gap: 7.1 eV

Each line ends with the Löwdin charge.
Atoms and positions in Å:
Pt1 0.6006 0.3315 0.0704  1.242
N1 0.4090 4.6137 0.5543  0.148
C1 0.7297 3.3232 0.6023  -0.732
S1 0.8230 2.4804 -0.9621  0.769
N2 1.0258 2.7238 1.7351  0.036
N3 1.3749 1.4322 1.5497  -0.212
C2 2.2092 0.8807 2.3581  0.007
C3 2.4449 -0.5518 2.2010  -0.222
C4 3.3663 -1.2600 2.9591  0.033
C5 3.5594 -2.6046 2.7042  0.009
C6 2.8344 -3.2007 1.6822  0.005
C7 1.9283 -2.4426 0.9649  -0.104
N4 1.7088 -1.1490 1.2325  -0.035
H1 0.2238 5.0757 -0.3186  0.112
H2 0.4787 5.1662 1.3961  0.135
H3 2.6941 1.4791 3.1182  0.157
H4 3.9292 -0.7441 3.7262  0.139
H5 4.2756 -3.1760 3.2787  0.136
H6 2.9640 -4.2454 1.4357  0.131
H7 1.3679 -2.8768 0.1489  0.115
C8 -3.6186 2.5748 -0.1139  0.032
C9 -2.4577 1.7181 -0.5313  -0.493
O1 -1.5794 1.4180 0.2905  -0.092
N5 -2.4505 1.3436 -1.8397  0.106
C10 -1.4198 0.5242 -2.4918  -0.112
C11 -1.4598 -0.8514 -1.8708  -0.225
C12 -2.3520 -1.8019 -2.3419  0.025
C13 -2.5809 -2.9590 -1.6209  0.008
C14 -1.9457 -3.1087 -0.3995  -0.005
C15 -1.0542 -2.1431 0.0098  -0.108
N6 -0.7663 -1.0557 -0.7334  -0.055
H8 -3.4866 2.8774 0.9196  0.097
H9 -4.5524 2.0176 -0.2056  0.103
H10 -3.6887 3.4575 -0.7507  0.101
H11 -3.2313 1.6399 -2.4020  0.156
H12 -0.4498 0.9926 -2.3820  0.020
H13 -1.6410 0.4671 -3.5547  0.144
H14 -2.8869 -1.6076 -3.2621  0.136
H15 -3.2723 -3.7084 -1.9824  0.135
H16 -2.1329 -3.9609 0.2387  0.131
H17 -0.5674 -2.2219 0.9689  0.106
C16 2.0000 -0.1535 -1.4261  -0.145
H18 2.9825 -0.1102 -0.9671  0.039
H19 1.9308 0.5540 -2.2444  -0.005
H20 1.7334 -1.1581 -1.7441  0.031